The following is a DFT calculation (wB97M-V/def2-TZVPD) of a molecular structure, C2H7N3O in a non-equilibrium geometry.

Cartesian coordinates (Å):
C 1.39 1.21 0.03
C -0.41 -0.44 -0.36
H 2.67 1.15 0.54
H 1.18 2.00 -0.81
H 0.54 1.60 0.99
H 2.27 -1.63 -0.39
H -0.38 -1.61 -0.17
H -2.55 -1.19 0.30
H -3.39 0.18 0.54
N 0.98 -0.16 -0.53
N -1.25 0.45 -0.27
N -2.60 -0.26 -0.03
O 1.56 -1.30 0.16

Output
Gap between HOMO and LUMO   9.42 eV
Largest force on an atom   5.26 eV/A
Energy above the lowest of the compared OMol25 structures with the same formula, charge and spin   660.15 kJ/mol
Electronic energy   -319.6983 Eh